[1]
The following is a quantum chemistry calculation of a 2-piece molecular cluster, C5H8Cl2 overall, from OMol25.

For the energy relative to the best compared isomer or geometry (same formula, charge and spin), the calculation gives 473.7 kJ/mol. For the lowest unoccupied orbital energy, the calculation gives -0.7950 eV.

Geometry (Å):
C 0.23 3.29 0.45
C 0.14 2.08 0.81
C 0.21 -0.24 -0.90
C -0.95 -2.03 0.56
C -0.01 -0.86 0.48
Cl -2.64 -1.35 0.46
Cl 1.63 -1.45 1.12
H 0.38 4.22 0.99
H 0.45 3.53 -0.71
H -0.40 -0.05 1.09
H -0.66 -0.02 -1.47
H 0.90 -0.82 -1.43
H 0.58 0.73 -0.91
H -0.97 -2.63 -0.32
H -0.97 -2.62 1.44

---

[2]
The following is a quantum chemistry calculation of C5H8Cl2N2PtS4Sb as an isolated structure, from OMol25.

For the energy relative to the best compared isomer or geometry (same formula, charge and spin), the calculation gives 0.0 kJ/mol. For the lowest unoccupied orbital energy (alpha / beta), the calculation gives 2.0023 / 0.7452 eV. As for the spin multiplicity: 3. The charge is -1.

Geometry (Å):
Pt -1.00 1.10 1.11
Cl 0.64 0.74 2.79
C -0.96 -2.23 1.66
Cl -2.00 -3.03 0.59
H -1.41 -1.62 2.43
H 0.08 -2.15 1.37
S -6.01 1.87 1.13
Sb -3.98 2.84 1.06
S -2.40 2.01 2.68
S -2.47 1.52 -0.47
S -3.66 4.97 0.43
C 3.59 -0.66 -1.43
N 2.17 -0.49 -1.19
C 1.14 -0.99 -1.95
C -0.01 -0.55 -1.37
N 0.32 0.21 -0.28
C 1.63 0.23 -0.20
H 3.72 -1.42 -2.20
H 4.09 -1.00 -0.52
H 4.05 0.27 -1.77
H 1.32 -1.61 -2.81
H -1.03 -0.73 -1.65
H 2.18 0.73 0.58

---

[3]
The following is a quantum chemistry calculation of one molecule with the formula C5H8Cl2S, from OMol25.

The SMILES is C[C@H]1[C@H](S)[C@@H](Cl)[C@H]1Cl. For the energy relative to the best compared isomer or geometry (same formula, charge and spin), the calculation gives 237.6 kJ/mol. For the lowest unoccupied orbital energy, the calculation gives 0.6110 eV.

Geometry (Å):
C -0.94 1.07 2.16
C -0.92 -0.01 1.16
C -0.84 0.42 -0.33
S -2.04 0.16 -1.47
C 0.09 -0.74 -0.51
Cl 1.48 -0.89 -1.65
C 0.37 -0.61 1.05
Cl 1.69 0.52 1.34
H -1.14 0.72 3.19
H -1.73 1.88 1.79
H 0.01 1.83 2.39
H -1.66 -0.87 1.15
H -0.12 1.34 -0.44
H -3.03 1.23 -1.18
H -0.52 -1.52 -0.86
H 0.45 -1.64 1.62

---

[4]
The following is a quantum chemistry calculation of a 2-piece molecular cluster, C5H8ClI overall, from OMol25.

The SMILES is CC1(C)C=C1Cl.I. For the energy relative to the best compared isomer or geometry (same formula, charge and spin), the calculation gives 257.7 kJ/mol. For the lowest unoccupied orbital energy, the calculation gives 0.6475 eV.

Geometry (Å):
C -0.83 -0.99 -0.67
C -0.37 0.32 -0.06
C 1.22 0.39 -0.22
C -0.86 0.86 1.23
C -1.27 1.50 0.11
Cl -2.18 2.76 -0.45
H -1.71 -1.46 -0.02
H -0.10 -1.71 -0.58
H -1.04 -0.95 -1.71
H 1.49 1.08 0.49
H 1.37 0.55 -1.23
H 1.62 -0.60 0.03
H -0.86 1.06 2.29
I -4.58 -0.63 0.25
H -4.61 0.81 -0.09

---

[5]
The following is a quantum chemistry calculation of C5H8ClI as an isolated structure, from OMol25.

For the energy relative to the best compared isomer or geometry (same formula, charge and spin), the calculation gives 8.1 kJ/mol. For the lowest unoccupied orbital energy, the calculation gives 0.3426 eV.

Geometry (Å):
C 0.64 -0.76 -0.73
C -0.26 0.32 -0.22
C 0.95 1.11 0.32
C 1.70 0.30 -0.69
C -1.40 0.00 0.75
Cl 1.01 2.94 0.04
I 3.79 -0.20 0.06
H 0.65 -1.46 0.07
H 0.43 -1.25 -1.59
H -0.58 0.88 -1.13
H 1.18 0.74 1.32
H 1.73 0.73 -1.74
H -0.89 -0.52 1.65
H -2.15 -0.64 0.25
H -1.77 1.03 1.01

---

[6]
The following is a quantum chemistry calculation of C5H8ClN as an isolated structure, from OMol25.

For the energy relative to the best compared isomer or geometry (same formula, charge and spin), the calculation gives 519.4 kJ/mol. For the lowest unoccupied orbital energy, the calculation gives 0.9445 eV.

Geometry (Å):
C 0.92 0.07 0.70
C -0.41 -0.73 0.69
C -1.32 -1.17 -0.28
C -1.53 1.29 -0.04
C -0.18 0.68 -0.17
H 1.06 0.50 1.67
H -0.76 -0.73 1.73
H -1.84 -2.41 -0.19
H -0.95 -0.97 -1.38
H -2.94 -0.15 -1.00
H -1.80 2.14 -0.68
H -1.70 1.78 1.02
H -0.11 0.29 -1.20
N -2.38 -0.13 -0.10
Cl 2.40 -0.02 -0.28

---

[7]
The following is a quantum chemistry calculation of C5H8ClN as an isolated structure, from OMol25.

For the energy relative to the best compared isomer or geometry (same formula, charge and spin), the calculation gives 392.8 kJ/mol. For the lowest unoccupied orbital energy, the calculation gives 0.5712 eV.

Geometry (Å):
C 0.69 -0.48 -0.61
C 0.71 0.63 0.27
C 1.33 1.88 0.02
C -0.68 -1.06 -0.43
C -1.61 -0.87 0.67
H 0.87 -0.18 -1.62
H 0.30 0.46 1.30
H 2.14 2.34 -0.96
H 1.47 2.59 0.76
H -0.56 -1.90 -0.97
H -1.17 -0.61 1.61
H -2.32 -1.75 0.95
H -1.36 0.70 -0.36
N -1.79 -0.15 -0.66
Cl 1.97 -1.60 0.04

---

[8]
The following is a quantum chemistry calculation of C5H8ClN2 as an isolated structure, from OMol25.

For the energy relative to the best compared isomer or geometry (same formula, charge and spin), the calculation gives 201.5 kJ/mol. For the lowest unoccupied orbital energy, the calculation gives -3.4287 eV. The charge is +1.

Geometry (Å):
C -0.70 1.53 0.37
C -1.45 0.50 0.11
C -0.35 -1.14 -0.10
C 0.84 1.48 0.29
C 1.32 0.37 -0.75
N 0.90 -0.95 -0.32
N -0.93 -2.23 0.29
Cl -3.09 0.08 -0.23
H -1.33 2.49 0.69
H 1.26 2.45 0.00
H 1.18 1.27 1.33
H 0.83 0.79 -1.56
H 2.44 0.27 -0.93
H 1.60 -1.67 -0.20
H -1.89 -2.10 0.47
H -0.62 -3.17 0.54

---

no.,DFT total energy (eV)
1,-30354.97230
2,-86468.52064
3,-41192.11981
4,-25933.97088
5,-25936.55746
6,-19321.56845
7,-19322.87989
8,-20808.60389